(1)
{
  "formula": "C20H48BF4N4O6",
  "method": "the ωB97M-V functional and the def2-TZVPD basis",
  "symbols": ["B", "F", "F", "F", "F", "C", "C", "N", "H", "H", "H", "C", "C", "N", "H", "H", "H", "C", "C", "N", "H", "H", "H", "C", "C", "N", "H", "H", "H", "C", "C", "O", "H", "H", "H", "H", "H", "H", "C", "C", "O", "H", "H", "H", "H", "H", "H", "C", "C", "O", "H", "H", "H", "H", "H", "H", "C", "C", "O", "H", "H", "H", "H", "H", "H", "C", "C", "O", "H", "H", "H", "H", "H", "H", "C", "C", "O", "H", "H", "H", "H", "H", "H"],
  "coordinates": [[-80.306, 40.314, 26.745], [-81.201, 39.585, 25.863], [-80.848, 41.631, 26.884], [-80.391, 39.690, 28.082], [-79.085, 40.181, 26.338], [-78.787, 42.383, 29.564], [-77.975, 43.603, 29.182], [-77.422, 44.599, 28.817], [-79.745, 42.352, 29.428], [-78.403, 41.478, 29.019], [-78.387, 42.012, 30.478], [-80.762, 44.998, 27.119], [-81.346, 45.032, 28.631], [-81.728, 45.122, 29.696], [-81.186, 44.221, 26.841], [-80.859, 45.890, 26.828], [-79.650, 44.687, 27.240], [-75.564, 40.903, 26.391], [-74.867, 41.652, 25.324], [-74.268, 42.284, 24.535], [-75.112, 40.194, 27.010], [-75.918, 41.608, 26.977], [-76.674, 40.322, 26.064], [-84.353, 42.905, 27.470], [-84.941, 42.427, 28.712], [-85.432, 42.046, 29.700], [-84.891, 42.797, 26.425], [-84.309, 43.933, 27.538], [-83.227, 42.647, 27.369], [-84.679, 36.626, 27.607], [-83.863, 37.905, 27.481], [-82.543, 37.432, 27.815], [-85.840, 37.112, 27.579], [-84.347, 36.252, 28.575], [-84.422, 35.965, 26.746], [-84.214, 38.677, 28.184], [-83.854, 38.416, 26.493], [-81.868, 38.007, 27.504], [-82.880, 41.190, 32.094], [-82.518, 41.151, 30.519], [-81.175, 40.769, 30.347], [-82.608, 40.211, 32.673], [-83.809, 41.515, 32.128], [-82.195, 42.028, 32.532], [-82.507, 42.257, 30.007], [-83.280, 40.469, 30.195], [-80.943, 40.613, 29.375], [-83.027, 37.355, 23.767], [-82.676, 38.507, 22.876], [-82.574, 39.677, 23.754], [-82.222, 37.214, 24.506], [-83.221, 36.395, 23.324], [-84.082, 37.391, 24.167], [-83.225, 38.828, 22.030], [-81.645, 38.224, 22.461], [-82.082, 39.435, 24.555], [-83.232, 44.312, 24.276], [-82.245, 43.221, 23.919], [-81.014, 43.958, 23.617], [-82.995, 44.959, 25.192], [-84.202, 43.658, 24.288], [-83.380, 45.038, 23.572], [-82.537, 42.675, 22.900], [-82.147, 42.365, 24.575], [-80.447, 43.119, 23.686], [-78.997, 36.895, 28.956], [-78.302, 38.136, 29.440], [-77.741, 38.747, 28.323], [-78.305, 36.338, 28.177], [-80.008, 36.840, 28.502], [-79.172, 36.201, 29.779], [-77.617, 37.839, 30.193], [-79.019, 38.702, 29.928], [-78.376, 39.233, 27.939], [-78.411, 41.938, 21.568], [-77.996, 41.360, 23.035], [-78.911, 41.789, 23.861], [-77.688, 41.466, 20.911], [-78.150, 42.890, 21.831], [-79.429, 41.858, 21.536], [-77.054, 41.637, 23.407], [-77.903, 40.361, 22.924], [-78.888, 41.333, 24.669]],
  "mulliken_charge": [0.5361, -0.3989, -0.2483, -0.3933, -0.4157, 0.3963, 0.0074, -0.5572, -0.0980, -0.1567, 0.4820, 0.4120, 0.3054, -0.5124, -0.8843, 0.6722, 0.0547, -0.3533, 0.1730, -0.4583, 0.4990, 0.1155, 0.0299, -0.2428, 0.1453, -0.4949, 0.3118, 0.3868, -0.0918, -1.1194, 0.3140, -0.5474, 0.2641, 0.3335, 0.2484, 0.0779, 0.0995, 0.1041, -1.5829, 0.7517, -0.5300, 0.2636, 0.5903, 0.2751, -0.1049, -0.0271, 0.1209, -1.0092, -0.2480, -0.4009, 0.2154, 0.4961, 0.1842, 0.3740, 0.1590, 0.5245, -1.1338, 0.6293, -0.5884, 0.1022, 0.1937, 0.4701, 0.2197, -0.2140, 0.3300, -0.8504, 0.0045, -0.5285, 0.2019, 0.1009, 0.3848, 0.5120, -0.0268, 0.1585, -1.3575, -0.5730, -0.1453, 0.3918, 0.3425, 0.3209, 0.4340, 0.5165, 0.0564],
  "gap_ha": 0.36547,
  "charge": -1,
  "relative_energy_ev": 0.586,
  "lumo_energy_ev": 2.633,
  "mol_weight_g_mol": 527.4
}

---

(2)
{
  "formula": "C20H48BeBr3CaClCsFNO14SSi2",
  "method": "the ωB97M-V functional and the def2-TZVPD basis",
  "symbols": ["C", "C", "O", "C", "C", "C", "C", "C", "Si", "C", "C", "O", "F", "O", "Si", "O", "C", "C", "N", "C", "C", "C", "O", "H", "H", "H", "H", "H", "H", "H", "H", "H", "H", "H", "H", "H", "H", "H", "H", "H", "H", "H", "H", "H", "H", "H", "H", "H", "H", "H", "H", "H", "H", "H", "H", "C", "O", "H", "H", "H", "Be", "Cl", "Ca", "C", "C", "O", "H", "H", "H", "H", "H", "O", "S", "O", "O", "O", "Cs", "O", "H", "H", "H", "C", "Br", "Br", "Br", "H", "O", "C", "C", "O", "H", "H", "H", "H"],
  "coordinates": [[2.587, -1.597, 0.482], [2.877, -0.135, -0.096], [3.245, 0.818, 0.914], [2.685, 2.085, 0.630], [1.199, 2.014, 1.007], [0.505, 3.328, 1.407], [-0.386, 3.840, 0.246], [-1.900, 3.535, 0.396], [-2.482, 2.246, -0.839], [-1.314, 2.192, -2.340], [-0.160, 1.242, -2.201], [0.946, 1.634, -2.161], [-0.430, -0.049, -2.157], [-2.845, 0.796, -0.154], [-1.913, 0.276, 1.168], [-3.973, 2.789, -1.433], [-4.977, 2.014, -0.817], [-5.429, 0.813, -1.658], [-6.350, -0.056, -0.935], [-5.708, -0.760, 0.173], [-5.718, -2.273, 0.048], [-5.520, -2.836, 1.490], [-6.966, -2.760, -0.428], [2.800, -2.377, -0.313], [3.220, -1.844, 1.330], [1.543, -1.725, 0.759], [2.002, 0.144, -0.688], [3.753, -0.206, -0.822], [3.226, 2.882, 1.138], [2.753, 2.197, -0.461], [0.682, 1.665, 0.113], [1.092, 1.235, 1.760], [-0.151, 3.119, 2.256], [1.171, 4.120, 1.752], [0.053, 3.471, -0.679], [-0.269, 4.926, 0.218], [-2.448, 4.461, 0.197], [-2.138, 3.308, 1.435], [-1.924, 1.926, -3.207], [-0.955, 3.199, -2.530], [-2.874, -0.404, 2.095], [-0.916, -0.727, 0.785], [-1.320, 1.383, 1.937], [-5.881, 2.649, -0.747], [-4.719, 1.657, 0.223], [-5.862, 1.225, -2.568], [-4.550, 0.231, -1.966], [-6.701, -0.707, -1.622], [-4.671, -0.471, 0.340], [-6.247, -0.483, 1.090], [-4.876, -2.664, -0.529], [-5.000, -2.085, 2.090], [-4.991, -3.782, 1.491], [-6.519, -2.916, 1.918], [-6.846, -3.700, -0.568], [-2.098, -2.547, 3.578], [-1.061, -1.832, 3.155], [-2.892, -1.978, 4.196], [-2.733, -3.033, 2.789], [-1.869, -3.407, 4.250], [-5.017, 2.341, 1.639], [-5.051, 3.885, 2.426], [-3.916, 0.697, 3.300], [6.837, -4.200, 2.133], [5.818, -3.079, 1.799], [4.809, -3.632, 1.138], [7.219, -4.670, 1.226], [7.700, -3.782, 2.680], [6.387, -4.967, 2.762], [6.411, -2.284, 1.267], [5.603, -2.580, 2.784], [2.200, -4.654, -0.668], [2.913, -4.780, -1.956], [3.574, -6.093, -2.031], [3.942, -3.694, -2.063], [1.938, -4.642, -3.073], [5.071, -1.146, -1.609], [4.678, 4.860, -0.128], [5.374, 4.903, 0.598], [5.061, 4.479, -0.975], [4.261, 5.756, -0.287], [8.589, 5.610, 0.025], [8.108, 7.387, -0.551], [7.558, 5.047, 1.565], [8.461, 4.332, -1.411], [9.622, 5.644, 0.337], [-0.633, -2.428, -4.910], [-1.336, -2.641, -3.931], [-0.630, -4.077, -3.026], [-1.370, -4.258, -2.066], [-2.392, -2.930, -4.104], [-1.407, -1.853, -3.164], [0.420, -3.762, -2.854], [-0.562, -4.856, -3.809]],
  "mulliken_charge": [-1.1756, -0.4010, -0.4865, -0.8485, 1.0760, -1.4903, -0.5421, -0.6552, -0.4278, -0.4965, 0.2365, -0.4769, -0.1220, 0.4133, 0.4453, -0.6650, -0.5326, -0.4863, -0.3890, 0.1118, 0.2953, -1.1535, -0.6228, 0.2099, 0.2396, 0.1805, 0.1240, 1.0294, 0.3597, 0.2705, -0.9942, 0.5348, 0.3673, 0.4572, 0.4573, 0.3801, 0.5666, 0.4228, 0.6124, 0.5424, -0.5376, -0.0103, -0.2521, 0.6040, 0.7200, 0.4602, 0.2432, 0.3222, -0.4188, 0.1774, 0.3938, 0.0707, 0.4375, 0.3726, 0.3723, -0.2991, -0.7025, -0.1403, 0.0696, 0.3140, -0.0538, -0.2750, 0.6237, -1.2847, 0.0793, -0.4685, 0.2830, 0.3751, 0.2870, -0.0337, 0.1767, -0.6626, 1.0755, -0.6934, -0.7203, -0.7623, 0.8576, -0.3430, 0.1846, 0.3880, 0.4260, -0.3425, 0.0249, -0.0415, -0.0147, 0.3748, -0.5141, 0.5629, 0.1312, -0.4385, 0.2886, -0.4274, 0.1339, 0.2397],
  "gap_ha": 0.05498,
  "charge": -1,
  "lumo_energy_ev": -1.051,
  "mol_weight_g_mol": 1091.0
}

---

Results for electronic energy: -1885.56672, -11870.19554 (in Ha, following the order of the records).